DFT (ωB97M-V with the def2-TZVPD basis set) results for a structure of composition C32H34As2BrF4IrOP at a distorted geometry.

Cartesian coordinates (Å):
Ir  -0.09888  0.84326  0.01600
F  -7.21966  1.96891  -0.01272
C  -6.05499  1.37776  -0.05524
C  -5.96272  -0.00306  -0.17559
F  -7.04333  -0.74173  -0.24349
C  -4.71117  -0.60166  -0.22639
F  -4.64974  -1.91794  -0.37984
C  -3.52894  0.12784  -0.13429
P  -1.93101  -0.74516  -0.09699
C  -1.94315  -1.79048  -1.56339
C  -2.59702  -1.37016  -2.72354
C  -2.68132  -2.22713  -3.80816
C  -2.08548  -3.48116  -3.75286
C  -1.38987  -3.88074  -2.61782
C  -1.28968  -3.02565  -1.53230
C  -2.02443  -1.78535  1.37450
C  -1.54371  -1.23762  2.56881
C  -1.65591  -1.94456  3.75276
C  -2.25626  -3.19751  3.75258
C  -2.71360  -3.75319  2.56434
C  -2.58883  -3.06009  1.36948
C  -3.65804  1.50063  -0.02104
Br  -2.14572  2.65299  0.06637
C  -4.88620  2.12766  0.00954
F  -4.94540  3.44758  0.10100
H  -3.06644  -0.39422  -2.76790
H  -3.22452  -1.92292  -4.69242
H  -2.15209  -4.14533  -4.60400
H  -0.93112  -4.85939  -2.57827
H  -0.73259  -3.32657  -0.65305
H  -1.07544  -0.25344  2.56098
H  -1.27551  -1.52684  4.67521
H  -2.36081  -3.74542  4.67918
H  -3.18638  -4.72585  2.56326
H  -2.96125  -3.50576  0.45870
C  1.68205  1.80967  3.48997
As  1.30047  2.24223  1.64095
C  0.95113  4.14092  1.81560
C  2.99332  2.21449  0.69296
C  4.18997  2.31561  1.39382
C  5.39969  2.30812  0.70743
C  5.41217  2.19564  -0.67445
C  4.21617  2.08768  -1.37516
C  3.00778  2.10663  -0.68633
As  1.33782  2.02879  -1.66007
C  1.73867  1.38736  -3.43613
C  0.91439  3.88443  -2.02156
H  2.33317  2.58914  3.88501
H  2.13152  0.82931  3.61896
H  0.74511  1.84813  4.04637
H  1.87781  4.61419  2.14101
H  0.18939  4.29958  2.57909
H  0.62310  4.59781  0.88685
H  4.19031  2.40592  2.47302
H  6.32862  2.38004  1.25696
H  6.35005  2.19625  -1.21353
H  4.23245  2.00123  -2.45457
H  2.32015  2.15301  -3.94994
H  0.80213  1.25514  -3.97837
H  2.27436  0.44162  -3.42770
H  1.82000  4.36730  -2.38956
H  0.55226  4.41206  -1.14491
H  0.15204  3.91733  -2.80013
C  3.21643  -2.19518  0.91835
C  2.64870  -2.71328  -0.41357
C  2.00517  -1.47785  -1.00809
O  1.51730  -0.72512  0.13490
C  2.21548  -1.12854  1.34630
H  4.20214  -1.76022  0.75703
H  3.29526  -2.98197  1.66405
H  1.90379  -3.49050  -0.23983
H  3.41972  -3.11832  -1.06466
H  1.16012  -1.68357  -1.66572
H  2.74066  -0.86830  -1.54181
H  1.47035  -1.50697  2.04884
H  2.70998  -0.25750  1.77525

Atoms 1-2, force components in eV/Å:
Ir 0.2 0.8 0.7
F 0.0 0.0 0.0

Summary:
* E_LUMO (spin up / spin down): -11.252 / -11.254 eV
* HOMO energy (spin up / spin down): -16.8 / -16.8 eV
* charge: +3
* total energy: -9204.72757 Eh
* gap between HOMO and LUMO (spin up / spin down): 5.5 / 5.5 eV

---

DFT (ωB97M-V with the def2-TZVPD basis set) results for a structure of composition C32H34BIN5O8Sn at a distorted geometry.

Cartesian coordinates (Å):
Sn  -1.37139  0.32708  -0.99785
O  -4.43259  -2.31992  1.70045
C  -3.76439  -1.61192  0.80705
O  -2.61629  -1.28212  0.94785
C  -4.58909  -1.32442  -0.43435
O  -4.16269  -0.18642  -1.13335
C  -4.82369  1.01968  -0.80375
C  -3.86019  2.13388  -0.33325
O  -4.23499  3.28428  -0.38685
O  -2.72399  1.76408  0.10655
H  -3.89849  -2.50972  2.49165
H  -4.43619  -2.18282  -1.09905
H  -5.64809  -1.26882  -0.16495
H  -5.35199  1.38468  -1.69235
H  -5.54809  0.86898  0.00105
C  3.40181  0.37178  5.37775
O  2.81981  -0.11082  4.18735
C  3.61461  -0.75602  3.27915
C  4.97261  -0.97932  3.42465
C  5.68021  -1.63712  2.42945
C  5.03821  -2.05692  1.28325
C  3.68081  -1.82682  1.11545
C  2.95561  -1.19042  2.10905
N  1.59191  -0.86312  2.05025
C  0.72971  -0.86512  0.99785
N  0.73231  -1.99662  0.26125
C  -0.00409  -2.50452  -0.79705
C  -1.01069  -1.90312  -1.51425
C  -1.69409  -2.53022  -2.53045
C  -1.36899  -3.83602  -2.85245
C  -0.35659  -4.48812  -2.16865
C  0.32311  -3.84622  -1.14965
O  1.32201  -4.40772  -0.41315
C  1.61441  -5.77852  -0.60855
N  -0.09589  0.13438  0.84955
C  0.05681  1.28528  1.64815
C  -0.95909  1.69488  2.49565
C  -0.83879  2.87448  3.20725
C  0.30121  3.64868  3.06145
C  1.33191  3.24868  2.22825
C  1.22631  2.06348  1.51285
O  2.17121  1.53498  0.69285
C  3.34821  2.26668  0.43905
H  2.58691  0.82238  5.94005
H  4.15771  1.13298  5.17265
H  3.84151  -0.43982  5.96155
H  5.49291  -0.64062  4.30475
H  6.73741  -1.80512  2.55695
H  5.59091  -2.55872  0.50585
H  3.21501  -2.12072  0.18915
H  1.37251  -0.16392  2.75575
H  1.36371  -2.70552  0.62175
H  -2.48339  -2.01872  -3.05705
H  -1.90169  -4.35022  -3.63675
H  -0.10149  -5.49652  -2.45075
H  2.33381  -6.04022  0.16455
H  2.06101  -5.95622  -1.58995
H  0.71731  -6.39062  -0.48815
H  -1.84189  1.07998  2.57115
H  -1.63059  3.19938  3.86295
H  0.39791  4.57668  3.60165
H  2.20871  3.86908  2.13635
H  3.96101  1.62438  -0.19055
H  3.89391  2.48268  1.36205
H  3.12271  3.19398  -0.09215
I  -0.89229  3.98328  -1.18485
C  -2.30069  3.28058  -2.56235
C  -3.13029  4.18618  -3.20815
C  -4.03649  3.69978  -4.13235
C  -4.05889  2.33788  -4.40615
C  -3.18539  1.52158  -3.71755
N  -2.33799  1.98378  -2.80545
H  -3.07439  5.23458  -2.96685
H  -4.71029  4.37528  -4.63695
H  -4.74439  1.92368  -5.12855
H  -3.14269  0.45468  -3.88465
B  2.22881  1.88828  -3.87785
C  1.23381  1.31058  -2.89185
N  0.50811  0.81318  -2.12925
H  1.72891  1.72938  -4.94635
H  2.40861  2.99768  -3.47035
H  3.28711  1.34188  -3.87715

Atoms 1-2, force components in eV/Å:
Sn 0.7 -0.2 0.6
O -0.5 -0.2 0.2

Summary:
* E_LUMO: -4.542 eV
* HOMO energy: -10.5 eV
* charge: +1
* total energy: -2652.10477 Eh
* gap between HOMO and LUMO: 6.0 eV

---

DFT (ωB97M-V with the def2-TZVPD basis set) results for a structure of composition C32H34Br4N4O4TeTl at a distorted geometry.

Cartesian coordinates (Å):
Tl  -9.38937  -16.65776  6.75394
C  -14.58103  -21.07530  5.21743
C  -13.91692  -19.73681  5.32961
C  -13.86647  -18.78573  4.27116
C  -13.17744  -17.58047  4.41043
C  -13.17307  -16.59561  3.39599
N  -12.96473  -16.82624  2.09360
C  -12.08819  -17.89715  1.62440
C  -11.02123  -17.42591  0.63039
C  -9.82336  -16.82224  1.32446
N  -9.18536  -17.69589  2.30711
C  -7.95473  -18.12020  2.12586
C  -7.19693  -18.68015  3.18259
C  -6.00401  -19.35889  2.88978
C  -5.18865  -19.93759  3.89220
C  -3.97034  -20.75157  3.53286
C  -5.49006  -19.67595  5.22608
C  -6.68913  -18.99296  5.56809
C  -6.86106  -18.64665  6.98083
N  -7.54655  -17.67833  7.48823
C  -7.63079  -17.53492  8.93134
C  -8.82427  -18.22129  9.59027
C  -10.15414  -17.42742  9.58396
N  -10.80232  -17.38684  8.25729
C  -11.80394  -18.13854  7.94215
C  -12.54783  -18.24158  6.73382
C  -13.27367  -19.43254  6.51083
C  -12.45007  -17.27857  5.63713
O  -11.74040  -16.23171  5.70757
C  -7.63719  -18.57179  4.52504
O  -8.79151  -18.04524  4.78400
H  -14.71269  -21.39081  4.18500
H  -15.56968  -21.08835  5.68146
H  -13.97875  -21.81402  5.75123
H  -14.38192  -19.00622  3.32871
H  -13.37411  -15.57851  3.73761
H  -13.09908  -16.05955  1.42141
H  -12.73181  -18.64907  1.14571
H  -11.65648  -18.42294  2.48032
H  -11.44761  -16.71608  -0.05930
H  -10.77362  -18.28068  -0.00743
H  -10.11900  -15.90431  1.82605
H  -9.06249  -16.62314  0.57588
H  -9.47916  -17.67153  3.32332
H  -7.50099  -18.04351  1.14241
H  -5.64626  -19.51292  1.87457
H  -3.95240  -20.92644  2.46412
H  -3.98046  -21.73998  3.99433
H  -3.03002  -20.27633  3.82664
H  -4.80750  -20.00553  6.03199
H  -6.28508  -19.30579  7.69409
H  -7.69749  -16.46910  9.21247
H  -6.67671  -17.91064  9.35481
H  -8.61103  -18.47128  10.64615
H  -9.03802  -19.19437  9.14700
H  -9.95979  -16.35370  9.84623
H  -10.90163  -17.76984  10.30508
H  -12.28548  -18.74498  8.73912
H  -13.24790  -20.18852  7.30134
Br  -3.32393  -12.82876  5.87066
C  -5.04680  -13.23759  6.37853
C  -5.65074  -12.63013  7.53478
Br  -4.71795  -11.31448  8.49450
C  -6.93584  -12.98208  7.91137
Br  -7.77590  -12.29023  9.43529
C  -7.68198  -13.96606  7.15310
O  -8.81847  -14.42568  7.58413
C  -7.09315  -14.46640  5.86498
O  -7.78854  -15.20135  5.09654
C  -5.69471  -14.17880  5.63966
Br  -4.90622  -15.15166  4.21441
C  -8.76255  -11.94365  4.21654
Te  -10.36137  -13.37478  4.47388
C  -11.74509  -12.67762  2.98780
H  -7.88153  -12.43131  3.85144
H  -8.52500  -11.60131  5.24380
H  -9.11886  -11.13354  3.58675
H  -12.42751  -11.92143  3.35502
H  -12.33419  -13.53604  2.69507
H  -11.23469  -12.29648  2.09818

Atoms 1-2, force components in eV/Å:
Tl 0.0 2.4 -2.6
C -0.3 -0.1 0.0

Summary:
* E_LUMO (spin up / spin down): -3.736 / -3.729 eV
* HOMO energy (spin up / spin down): -8.7 / -9.1 eV
* charge: +1
* total energy: -12495.98125 Eh
* gap between HOMO and LUMO (spin up / spin down): 4.9 / 5.4 eV